{
  "formula": "C3ClF3",
  "method": "the ωB97M-V functional and the def2-TZVPD basis",
  "species": ["C", "C", "C", "F", "F", "F", "Cl"],
  "coordinates": [[-0.35, -0.62, 0.25], [0.72, 0.24, -0.23], [-0.51, 0.45, -0.74], [-0.88, -0.78, 1.45], [1.94, 0.64, -0.15], [-1.29, 1.19, -1.45], [0.64, -3.93, 1.23]],
  "spin_multiplicity": 1,
  "total_charge": 0,
  "total_energy_ev": -23778.862
}

{
  "formula": "CH3ClN2",
  "method": "the ωB97M-V functional and the def2-TZVPD basis",
  "species": ["C", "N", "N", "Cl", "H", "H", "H"],
  "coordinates": [[1.85, -2.09, 0.71], [-1.64, 0.74, -0.39], [1.88, -0.93, 0.67], [2.23, 0.67, 0.61], [-2.20, 0.47, -1.20], [-1.45, 0.14, 0.37], [-0.66, 0.99, -0.76]],
  "spin_multiplicity": 1,
  "total_charge": 0,
  "total_energy_ev": -16585.279
}

{
  "formula": "C15H36Br2INNbO26P2S8",
  "method": "the ωB97M-V functional and the def2-TZVPD basis",
  "species": ["C", "C", "Br", "C", "Br", "Nb", "N", "I", "P", "S", "P", "O", "O", "S", "H", "H", "H", "H", "H", "H", "H", "H", "H", "H", "H", "H", "C", "C", "O", "S", "O", "O", "O", "H", "H", "H", "H", "C", "C", "O", "S", "O", "O", "O", "H", "H", "H", "H", "C", "C", "O", "S", "O", "O", "O", "H", "H", "H", "H", "C", "C", "O", "S", "O", "O", "O", "H", "H", "H", "H", "C", "C", "O", "S", "O", "O", "O", "H", "H", "H", "H", "C", "C", "O", "S", "O", "O", "O", "H", "H", "H", "H"],
  "coordinates": [[6.31, 0.64, -0.69], [4.89, 0.71, -1.45], [5.33, 1.16, -3.38], [3.89, 1.88, -0.94], [2.35, 1.92, -2.26], [3.12, 1.66, 1.20], [4.07, -0.23, 1.53], [1.78, 4.17, 0.87], [5.09, 2.99, 2.21], [4.50, 4.62, 3.17], [0.95, 0.45, 0.46], [-0.26, 1.54, -0.13], [1.27, -0.86, -0.62], [0.19, -0.38, 2.09], [6.32, 1.14, 0.35], [7.20, 1.02, -1.34], [6.53, -0.49, -0.50], [4.42, -0.34, -1.50], [4.38, 2.93, -1.04], [2.45, 1.57, 2.91], [4.03, -0.87, 0.71], [5.04, -0.15, 1.91], [5.78, 2.09, 3.10], [5.97, 3.32, 1.12], [-0.74, 1.03, -0.83], [2.22, -0.87, -0.89], [9.04, -1.67, 4.42], [7.69, -2.34, 4.56], [6.74, -1.36, 4.12], [7.43, -0.44, 2.97], [7.02, -0.95, 1.69], [7.28, 0.93, 3.34], [8.97, -0.89, 3.23], [9.23, -0.98, 5.26], [9.86, -2.39, 4.36], [7.47, -2.65, 5.58], [7.61, -3.20, 3.89], [-4.12, 0.88, 2.65], [-3.19, 0.65, 3.83], [-3.70, 1.48, 4.87], [-5.31, 1.59, 4.73], [-5.91, 0.64, 5.62], [-5.67, 2.98, 4.71], [-5.43, 1.01, 3.21], [-3.89, 1.82, 2.14], [-4.10, 0.06, 1.93], [-2.16, 0.91, 3.60], [-3.24, -0.39, 4.17], [1.84, -5.38, -0.04], [2.84, -5.35, 1.11], [4.07, -4.95, 0.52], [3.76, -3.94, -0.71], [3.91, -2.59, -0.24], [4.44, -4.43, -1.88], [2.18, -4.26, -0.86], [1.95, -6.28, -0.64], [0.81, -5.30, 0.31], [2.94, -6.33, 1.59], [2.56, -4.61, 1.86], [-7.42, 2.96, -0.81], [-8.50, 1.90, -0.66], [-7.79, 0.69, -0.37], [-6.45, 1.05, 0.47], [-6.73, 0.86, 1.87], [-5.32, 0.46, -0.19], [-6.44, 2.65, 0.18], [-6.94, 2.90, -1.79], [-7.81, 3.97, -0.66], [-9.10, 1.78, -1.57], [-9.15, 2.12, 0.18], [-8.26, 7.02, -3.19], [-7.50, 6.87, -4.50], [-7.40, 5.46, -4.71], [-8.72, 4.74, -4.09], [-9.66, 4.52, -5.16], [-8.29, 3.70, -3.20], [-9.26, 5.99, -3.20], [-7.61, 6.85, -2.33], [-8.74, 8.00, -3.10], [-6.51, 7.32, -4.46], [-8.07, 7.30, -5.33], [-0.49, -6.58, -4.08], [0.39, -5.99, -5.18], [0.52, -4.61, -4.84], [0.50, -4.46, -3.22], [1.86, -4.39, -2.75], [-0.50, -3.49, -2.86], [-0.07, -5.94, -2.88], [-1.54, -6.35, -4.25], [-0.37, -7.67, -4.00], [-0.06, -6.10, -6.17], [1.38, -6.44, -5.18]],
  "spin_multiplicity": 1,
  "total_charge": -1,
  "total_energy_ev": -325850.498
}

{
  "formula": "C7H27NO7",
  "method": "the ωB97M-V functional and the def2-TZVPD basis",
  "species": ["C", "C", "C", "C", "C", "C", "C", "N", "H", "H", "H", "H", "H", "H", "H", "H", "H", "H", "H", "H", "H", "O", "H", "H", "O", "H", "H", "O", "H", "H", "O", "H", "H", "O", "H", "H", "O", "H", "H", "O", "H", "H"],
  "coordinates": [[-1.19, -3.87, -0.76], [-0.27, -2.70, -0.61], [0.80, -2.52, -1.40], [1.68, -1.33, -1.28], [1.36, -0.18, -0.71], [2.34, 0.92, -0.40], [1.72, 2.25, 0.00], [0.83, 2.09, 1.15], [-1.57, -4.24, 0.20], [-0.75, -4.82, -1.07], [-2.02, -3.58, -1.40], [-0.65, -1.85, -0.05], [1.04, -3.29, -2.13], [2.70, -1.43, -1.62], [0.33, -0.08, -0.37], [3.02, 0.97, -1.22], [2.95, 0.45, 0.37], [1.19, 2.41, -0.94], [2.31, 3.13, 0.16], [0.33, 2.89, 1.37], [0.28, 1.25, 1.18], [-1.72, -0.29, 2.36], [-1.57, -1.16, 1.95], [-0.87, -0.05, 2.80], [0.90, 0.05, 2.89], [0.90, -0.39, 3.75], [1.58, 0.72, 3.16], [2.85, 2.01, 3.42], [2.78, 1.98, 2.47], [2.08, 2.59, 3.63], [-2.70, 0.72, 0.46], [-3.32, -0.01, 0.54], [-2.11, 0.53, 1.20], [0.42, 1.06, -2.73], [0.50, 0.78, -3.64], [-0.56, 1.03, -2.62], [-3.19, -1.18, -1.38], [-2.36, -1.15, -0.90], [-2.97, -1.32, -2.31], [-2.15, 1.68, -2.20], [-2.60, 1.20, -1.46], [-1.66, 2.32, -1.66]],
  "spin_multiplicity": 1,
  "total_charge": 0,
  "total_energy_ev": -23517.824
}

{
  "formula": "C3H6O2S",
  "method": "the ωB97M-V functional and the def2-TZVPD basis",
  "species": ["O", "C", "O", "C", "C", "S", "H", "H", "H", "H", "H", "H"],
  "coordinates": [[-0.51, -1.78, 1.49], [-0.46, -0.60, 1.27], [-1.36, 0.22, 2.07], [0.26, 0.12, 0.21], [0.11, -0.22, -1.25], [0.85, 1.01, -2.46], [-1.86, -0.43, 2.55], [1.47, 0.33, 0.44], [-0.05, 1.16, 0.32], [0.48, -1.18, -1.44], [-1.00, -0.06, -1.25], [2.07, 1.44, -1.96]],
  "spin_multiplicity": 1,
  "total_charge": 0,
  "total_energy_ev": -18137.590
}

{
  "formula": "C25H26Cl2N6O4Ru",
  "method": "the ωB97M-V functional and the def2-TZVPD basis",
  "species": ["Ru", "C", "C", "N", "O", "C", "C", "N", "O", "H", "H", "H", "H", "H", "H", "H", "Cl", "C", "C", "C", "Cl", "C", "O", "C", "C", "O", "C", "H", "H", "H", "N", "C", "C", "C", "C", "C", "C", "C", "C", "N", "C", "H", "H", "H", "H", "H", "H", "H", "H", "C", "C", "C", "C", "N", "N", "C", "H", "H", "H", "H", "H", "H", "H", "H"],
  "coordinates": [[0.03, -0.23, 0.17], [2.44, -1.09, -3.75], [1.55, -1.12, -2.54], [0.70, -0.21, -2.20], [0.64, 0.98, -2.85], [1.59, -2.25, -1.63], [2.10, -3.62, -1.95], [1.17, -1.97, -0.43], [1.05, -2.79, 0.53], [2.27, -0.21, -4.36], [2.23, -1.96, -4.37], [3.48, -1.12, -3.44], [1.48, 1.20, -3.29], [2.37, -3.74, -2.99], [1.33, -4.35, -1.69], [2.97, -3.84, -1.32], [1.23, 7.41, -0.06], [1.25, 5.70, -0.10], [2.48, 5.03, -0.02], [2.52, 3.66, -0.03], [4.01, 2.83, 0.07], [1.33, 2.85, -0.16], [1.44, 1.60, -0.18], [0.09, 3.58, -0.23], [-1.16, 2.89, -0.28], [-1.35, 1.67, -0.32], [0.08, 4.98, -0.19], [3.40, 5.59, 0.06], [-2.05, 3.54, -0.25], [-0.87, 5.50, -0.23], [-1.94, -1.01, -1.21], [-3.01, -1.47, -0.42], [-4.07, -2.16, -0.96], [-5.15, -2.56, -0.16], [-5.16, -2.29, 1.18], [-4.07, -1.64, 1.78], [-3.98, -1.42, 3.17], [-2.86, -0.83, 3.69], [-1.83, -0.44, 2.82], [-1.88, -0.63, 1.52], [-2.97, -1.22, 0.98], [-2.01, 0.00, -1.39], [-1.88, -1.50, -2.09], [-4.08, -2.38, -2.02], [-5.98, -3.07, -0.62], [-6.00, -2.58, 1.79], [-4.79, -1.75, 3.81], [-2.74, -0.67, 4.75], [-0.95, 0.04, 3.21], [3.64, -2.02, 4.19], [2.79, -0.97, 3.60], [2.61, 0.37, 3.93], [1.66, 0.86, 3.02], [1.30, -0.11, 2.19], [1.98, -1.21, 2.54], [1.07, 2.22, 2.96], [4.01, -1.70, 5.17], [4.51, -2.21, 3.55], [3.08, -2.94, 4.30], [3.08, 0.90, 4.72], [1.82, -2.08, 2.04], [0.70, 2.52, 3.93], [0.26, 2.24, 2.24], [1.83, 2.95, 2.66]],
  "spin_multiplicity": 2,
  "s2": 1.1413,
  "total_charge": 1,
  "total_energy_ev": -71095.014
}

{
  "formula": "C24H20N5O7RuS6",
  "method": "the ωB97M-V functional and the def2-TZVPD basis",
  "species": ["Ru", "C", "O", "C", "C", "C", "C", "C", "C", "N", "N", "C", "C", "C", "C", "O", "C", "N", "C", "C", "C", "C", "H", "H", "H", "H", "H", "H", "H", "H", "H", "H", "H", "H", "S", "C", "S", "C", "C", "S", "S", "S", "O", "S", "O", "O", "O", "N", "C", "N", "C", "C", "O", "C", "C", "H", "H", "H", "H", "H", "H", "H", "H"],
  "coordinates": [[-1.80, -2.90, 1.86], [3.47, 5.31, -4.33], [2.23, 5.87, -3.96], [1.65, 5.38, -2.81], [2.28, 4.52, -1.92], [1.61, 4.08, -0.79], [0.30, 4.50, -0.51], [-0.31, 5.40, -1.42], [0.35, 5.82, -2.55], [-0.44, 4.09, 0.57], [0.18, 3.29, 1.40], [-0.24, 2.09, 1.84], [0.38, 1.63, 3.05], [0.18, 0.38, 3.55], [-0.66, -0.53, 2.85], [-0.78, -1.77, 3.23], [-1.35, -0.07, 1.68], [-2.15, -1.01, 1.09], [-2.80, -0.68, -0.08], [-2.63, 0.54, -0.66], [-1.77, 1.52, -0.10], [-1.13, 1.21, 1.14], [3.73, 5.74, -5.29], [3.41, 4.22, -4.41], [4.26, 5.56, -3.61], [3.29, 4.17, -2.10], [2.09, 3.41, -0.09], [-1.32, 5.72, -1.20], [-0.12, 6.50, -3.25], [1.04, 2.34, 3.55], [0.66, 0.03, 4.45], [-3.44, -1.44, -0.50], [-3.16, 0.75, -1.58], [-1.64, 2.48, -0.57], [-2.06, -9.94, 0.02], [-1.95, -8.33, 0.42], [-1.23, -7.76, 1.87], [-1.55, -6.05, 1.65], [-2.27, -5.73, 0.52], [-2.71, -4.15, 0.09], [-2.73, -7.09, -0.48], [-1.05, -4.92, 2.79], [-3.32, -4.37, 4.72], [-4.19, -4.00, 3.61], [-5.43, -3.39, 4.03], [-3.42, -2.79, 2.85], [-4.33, -5.05, 2.62], [-0.05, -2.56, 0.76], [0.99, -2.18, 0.46], [2.09, -1.50, 0.15], [1.93, -0.03, 0.23], [1.42, 0.49, -1.10], [2.29, 0.08, -2.16], [2.33, -1.33, -2.27], [2.88, -1.95, -0.99], [2.91, 0.39, 0.45], [1.25, 0.21, 1.04], [1.39, 1.58, -1.11], [0.40, 0.13, -1.27], [2.97, -1.56, -3.12], [1.33, -1.72, -2.46], [3.91, -1.64, -0.83], [2.84, -3.04, -1.04]],
  "spin_multiplicity": 6,
  "s2": 8.8285,
  "total_charge": -2,
  "total_energy_ev": -114588.509
}

{
  "formula": "C22H24N2O4S2",
  "method": "the ωB97M-V functional and the def2-TZVPD basis",
  "species": ["C", "S", "O", "O", "N", "C", "C", "C", "C", "C", "C", "O", "N", "C", "C", "S", "C", "C", "C", "C", "C", "O", "C", "C", "C", "C", "C", "C", "C", "C", "H", "H", "H", "H", "H", "H", "H", "H", "H", "H", "H", "H", "H", "H", "H", "H", "H", "H", "H", "H", "H", "H", "H", "H"],
  "coordinates": [[-4.10, -3.06, 0.57], [-2.77, -1.98, -0.02], [-2.73, -2.00, -1.45], [-1.58, -2.37, 0.69], [-3.24, -0.48, 0.55], [-2.46, 0.01, 1.66], [-1.11, 0.57, 1.29], [-0.64, 0.53, -0.02], [0.62, 1.01, -0.32], [1.43, 1.54, 0.67], [2.81, 2.06, 0.43], [3.32, 2.90, 1.14], [3.45, 1.52, -0.63], [4.81, 1.84, -0.95], [5.73, 0.64, -0.80], [5.32, -0.65, -2.04], [4.98, -2.09, -0.95], [3.75, -1.93, -0.14], [2.44, -2.21, -0.42], [1.71, -1.88, 0.74], [2.62, -1.41, 1.63], [3.86, -1.43, 1.11], [0.94, 1.61, 1.97], [-0.31, 1.13, 2.28], [-3.92, 0.42, -0.28], [-4.85, -0.07, -1.21], [-5.56, 0.80, -2.01], [-5.38, 2.17, -1.90], [-4.46, 2.66, -0.98], [-3.74, 1.80, -0.18], [-5.05, -2.68, 0.23], [-4.05, -3.08, 1.65], [-3.92, -4.05, 0.16], [-3.05, 0.75, 2.21], [-2.30, -0.85, 2.32], [-1.25, 0.10, -0.80], [0.95, 0.98, -1.35], [3.04, 0.74, -1.13], [4.88, 2.23, -1.98], [5.12, 2.63, -0.25], [6.77, 0.92, -0.96], [5.61, 0.19, 0.18], [5.85, -2.23, -0.32], [4.88, -2.93, -1.64], [2.06, -2.62, -1.33], [0.65, -1.99, 0.88], [2.52, -1.04, 2.63], [1.57, 2.05, 2.73], [-0.68, 1.18, 3.29], [-4.98, -1.13, -1.32], [-6.26, 0.41, -2.73], [-5.94, 2.85, -2.53], [-4.30, 3.72, -0.89], [-3.01, 2.21, 0.50]],
  "spin_multiplicity": 1,
  "total_charge": 0,
  "total_energy_ev": -56044.038
}

Question: Which formula does entry 5 have?
Answer: C3H6O2S